[1]
Here is the molecule C5H6S2 from the OMol25 dataset. Energies are from ωB97M-V/def2-TZVPD.

```
13
Properties=species:S:1:pos:R:3:forces:R:3
C -1.389895 1.058386 0.257327 -0.82 1.54 0.41
C -2.073047 -0.141071 0.416330 2.53 -0.46 -1.14
C -0.153674 0.957793 -0.288235 0.19 -0.69 0.55
C 0.252169 -0.515125 -0.537777 0.25 0.92 2.78
C 1.383631 -0.855427 0.452553 -0.64 0.61 -3.77
S -1.173072 -1.568998 -0.073522 -0.02 1.27 -0.37
S 2.901685 -0.177134 0.092883 0.93 -0.79 -1.91
H -1.736556 2.092497 0.561026 -0.02 -1.58 -0.23
H -2.962840 -0.418316 0.792637 -3.13 0.00 1.37
H 0.538664 1.794846 -0.160538 0.10 -0.58 -0.65
H 0.438313 -0.610041 -1.553494 0.89 -0.67 -1.93
H 0.963319 -1.015767 1.377812 0.07 -0.30 2.35
H 3.011307 -0.601649 -1.336996 -0.35 0.72 2.53
```
Positions in Å, forces in eV/Å.

## Properties
ΔE to the lowest compared entry with this formula, charge and spin = 0.0 kcal/mol
2S+1 = 3
E_HOMO (alpha / beta) = -0.251 / -0.340 hartree
HOMO-LUMO gap (alpha / beta) = 7.463 / 8.872 eV
<S²> = 2.028
Net charge = 0

Results of the natural (NBO) charge analysis, in e, for atoms 1 through 8: C -0.272; C -0.349; C -0.194; C -0.423; C -0.362; S 0.288; S 0.066; H 0.232


[2]
Here is the ion C10H10BrF2N2 with charge +1 from the OMol25 dataset. Energies are from ωB97M-V/def2-TZVPD.

```
25
Properties=species:S:1:pos:R:3:forces:R:3
F 1.670016 0.025302 -2.151453 0.00 0.20 0.07
C 1.081915 -1.005997 -1.564155 -0.16 -0.50 -1.32
F 1.975653 -1.982013 -1.433491 0.03 -0.15 0.25
N 0.618390 -0.623271 -0.190708 -0.05 0.49 -0.11
C -0.327519 0.529283 -0.198281 -0.64 0.62 0.04
C -0.598972 1.111341 1.035381 -0.01 -0.10 -0.16
C -1.443386 2.205495 1.100901 0.07 -0.13 -0.04
C -2.021756 2.707657 -0.054651 0.07 -0.06 -0.07
C -1.754793 2.110140 -1.273679 0.00 -0.06 0.06
C -0.906805 1.013643 -1.358121 0.11 -0.11 0.05
C 0.018563 -1.837759 0.467402 -0.26 -0.93 0.75
C 1.090319 -2.395523 1.432474 -0.67 -0.64 -0.46
N 2.078317 -1.417898 1.654052 -0.64 7.57 -5.60
C 1.787548 -0.279218 0.624401 2.11 -6.92 6.50
Br 2.764947 1.236364 0.451885 0.04 0.01 0.00
H 0.238213 -1.365730 -2.176345 0.15 0.20 0.41
H -0.150975 0.721281 1.936645 0.08 -0.02 0.13
H -1.637904 2.666188 2.055621 -0.04 0.03 0.11
H -2.673331 3.563985 -0.004370 -0.09 0.11 0.00
H -2.195755 2.492147 -2.179830 -0.07 0.05 -0.08
H -0.718344 0.588466 -2.329087 0.05 -0.04 -0.10
H -0.269780 -2.568454 -0.287692 -0.03 0.20 -0.09
H -0.871804 -1.522037 1.013210 0.19 0.08 -0.20
H 0.660866 -2.682344 2.398604 -0.09 0.01 -0.16
H 1.586369 -3.291059 1.031283 -0.14 0.09 0.02
```
Positions in Å, forces in eV/Å.

## Properties
ΔE to the lowest compared entry with this formula, charge and spin = 7.0 kcal/mol
E_HOMO (alpha / beta) = -0.496 / -0.496 hartree
HOMO-LUMO gap (alpha / beta) = 8.874 / 8.875 eV
Net charge = +1

Results of the natural (NBO) charge analysis, in e, for atoms 1 through 8: F -0.289; C 0.720; F -0.293; N -0.387; C 0.197; C -0.267; C -0.161; C -0.168


[3]
Here is a structure of composition C12H29N3O4Ru from the OMol25 dataset. Energies are from ωB97M-V/def2-TZVPD.

```
49
Properties=species:S:1:pos:R:3:forces:R:3
Ru -0.070681 -0.421659 -0.127806 0.02 -1.22 0.72
C -0.704747 2.351560 -1.954435 -0.46 0.79 0.27
C -0.788628 2.771188 -0.453278 -0.61 0.21 -0.56
O 0.074784 1.937322 0.297129 0.00 -1.24 -0.38
C 0.722007 2.453212 1.443914 0.49 0.41 0.73
C 1.896584 1.500816 1.822941 -0.26 0.56 0.58
O 1.970297 0.441995 0.882918 -1.36 -0.34 -0.51
C 3.239276 -0.086362 0.517061 0.42 -0.75 -0.67
C 3.286352 -0.247785 -1.013970 0.82 0.42 0.72
O 2.037388 -0.758928 -1.470770 -1.67 -0.20 1.01
C 1.684515 -0.389584 -2.799023 -0.52 0.57 -0.74
C 1.079875 1.018749 -2.864488 0.93 -0.44 -0.31
O -0.142716 1.051092 -2.120782 -0.31 -1.35 1.29
H -0.112043 3.085719 -2.509246 -0.02 -0.24 0.05
H -1.713871 2.332789 -2.383532 0.25 0.07 0.05
H -1.823891 2.677483 -0.089965 0.27 -0.02 0.01
H -0.502221 3.822816 -0.350373 0.05 -0.17 0.05
H 0.025100 2.548075 2.289771 0.08 -0.05 -0.26
H 1.113615 3.456807 1.228002 -0.15 -0.24 -0.08
H 1.729012 1.089160 2.826251 0.10 0.05 -0.17
H 2.840521 2.056361 1.842480 -0.16 -0.14 -0.09
H 3.374333 -1.063372 0.998848 -0.04 0.19 -0.02
H 4.050404 0.570405 0.844433 -0.16 -0.04 -0.03
H 4.092012 -0.954635 -1.268209 -0.31 0.13 -0.01
H 3.517657 0.708467 -1.499575 -0.22 -0.12 0.11
H 0.952304 -1.136169 -3.129602 0.21 0.14 -0.06
H 2.561426 -0.431446 -3.456515 -0.15 -0.07 0.12
H 0.875629 1.265325 -3.916183 -0.01 -0.01 0.26
H 1.783792 1.755942 -2.452758 -0.20 -0.09 -0.08
N -1.738428 -1.774216 -1.279064 1.50 1.40 0.47
C -2.900223 -2.029190 -0.422073 -0.73 0.16 0.78
C -3.194957 -0.814635 0.460109 -0.46 -0.43 -0.61
N -2.061869 -0.416496 1.310955 1.65 0.62 -1.29
C -1.816740 -1.220670 2.521029 0.38 -0.60 0.38
C -1.011369 -2.493462 2.261355 -0.81 0.06 0.37
N 0.230882 -2.187393 1.544875 0.18 1.62 -1.28
H -2.008689 -1.162229 -2.054902 0.18 -0.21 0.04
H -1.397357 -2.652755 -1.674796 0.15 0.25 -0.03
H -2.717691 -2.921357 0.179235 -0.04 0.13 -0.22
H -3.801364 -2.225051 -1.020159 0.27 -0.04 0.01
H -4.082914 -1.023041 1.072432 0.17 0.07 -0.03
H -3.438626 0.036934 -0.185019 0.02 -0.05 0.13
H -2.251154 0.537771 1.627605 0.21 -0.14 -0.19
H -2.766785 -1.491079 3.001713 0.11 0.12 -0.11
H -1.262115 -0.593098 3.223394 -0.08 0.02 -0.04
H -1.582649 -3.224540 1.689502 0.16 0.07 0.09
H -0.797397 -2.952334 3.236153 0.05 0.01 -0.22
H 0.653598 -3.047499 1.187523 0.07 0.28 -0.06
H 0.897763 -1.751002 2.186896 0.02 -0.16 -0.23
```
Positions in Å, forces in eV/Å.

## Properties
ΔE to the lowest compared entry with this formula, charge and spin = 5.7 kcal/mol
2S+1 = 2
E_HOMO (alpha / beta) = -0.737 / -0.739 hartree
HOMO-LUMO gap (alpha / beta) = 7.269 / 7.881 eV
<S²> = 0.777
Net charge = +3

Results of the natural (NBO) charge analysis, in e, for atoms 1 through 8: Ru 1.334; C -0.095; C -0.091; O -0.563; C -0.085; C -0.081; O -0.564; C -0.084